Below is a molecular structure, C27H34ClN8O2PPtS, with properties calculated with ωB97M-V/def2-TZVPD.

```
! RIJCOSX wB97M-V def2-TZVPD def2/J DEFGRID3
* xyz 4 1
Pt 1.2700 1.2088 0.9336
C 3.1942 5.0585 -2.3841
C 3.7049 3.7820 -1.8373
N 4.9051 3.3173 -1.9516
N 4.9025 2.1198 -1.2971
C 3.7286 1.8292 -0.7676
S 3.2780 0.4550 0.1676
N 2.9390 2.8676 -1.1076
N 1.5810 2.9028 -0.7675
H 4.0287 5.6053 -2.8166
H 2.7440 5.6732 -1.6030
H 2.4543 4.8839 -3.1673
H 5.7590 1.5844 -1.2401
H 1.4031 3.7319 -0.2020
H 1.0229 2.9637 -1.6164
Cl -0.8123 1.9846 1.7996
C -0.4411 2.1582 3.5337
C -1.2443 2.9653 4.3014
C -0.9287 3.0734 5.6553
C 0.1549 2.3908 6.1888
C 0.9422 1.5795 5.3813
C 0.6467 1.4525 4.0244
P 1.5362 0.3033 2.9665
C 3.1994 0.1645 3.5826
C 3.7418 -1.0460 4.0148
C 5.0227 -1.0665 4.5495
C 5.7530 0.1077 4.6554
C 5.2081 1.3191 4.2357
C 3.9377 1.3506 3.6949
C 0.7099 -1.2983 3.0148
C -0.4295 -1.5124 3.7819
C -0.9907 -2.7845 3.8505
C -0.4140 -3.8399 3.1634
C 0.7240 -3.6299 2.3836
C 1.2815 -2.3633 2.3053
H -2.0819 3.5028 3.8779
H -1.5383 3.7038 6.2888
H 0.3916 2.4910 7.2392
H 1.7850 1.0455 5.8023
H 3.1706 -1.9628 3.9744
H 5.4419 -2.0000 4.8993
H 6.7500 0.0847 5.0750
H 5.7748 2.2341 4.3432
H 3.5120 2.2956 3.3738
H -0.8774 -0.7013 4.3425
H -1.8663 -2.9504 4.4637
H -0.8315 -4.8342 3.2513
H 1.1937 -4.4641 1.8760
H 2.1922 -2.2086 1.7313
N 0.5191 -2.1458 -0.8433
C -0.0691 -2.5397 -1.9139
C -1.1935 -3.5129 -1.9529
C -1.5140 -4.0350 -3.3695
C -2.8850 -4.7114 -3.5274
N -4.0356 -3.8437 -3.7570
C -4.6445 -3.6290 -4.9355
N -4.1579 -4.1148 -6.0703
N -5.7543 -2.8971 -4.9637
C -1.2771 0.8593 -2.0012
O -1.9800 0.1144 -2.5336
O -0.5091 1.5428 -1.4534
H 1.4258 -1.6821 -0.8369
H 0.2361 -2.4721 0.0864
H 0.4386 -2.2847 -2.8431
H -2.0643 -3.1223 -1.4156
H -0.8320 -4.3483 -1.3379
H -0.7843 -4.8152 -3.5951
H -1.3777 -3.2543 -4.1209
H -3.1055 -5.3308 -2.6562
H -2.8221 -5.4196 -4.3510
H -4.4546 -3.3936 -2.9596
H -3.3478 -4.7072 -6.1044
H -4.6735 -4.0163 -6.9317
H -6.2250 -2.6209 -4.1178
H -6.2675 -2.7655 -5.8217
*
```

Calculated values
Orbital gap in eV: 7.0607
LUMO in eV: -11.04
Energy relative to the best compared isomer or geometry (same formula, charge and spin) in eV: 0.671



Below is a molecular structure, C27H34FN5O5SW, with properties calculated with ωB97M-V/def2-TZVPD.

```
! RIJCOSX wB97M-V def2-TZVPD def2/J DEFGRID3
* xyz 2 1
W -1.1804 0.8142 -0.4330
C 2.0162 -6.0094 -1.4664
C 2.9266 -5.0832 -0.6765
C 4.3079 -4.9852 -1.2962
C 5.2030 -4.0929 -0.4575
C 4.5774 -2.7368 -0.3021
C 5.3483 -1.6176 -0.1150
C 4.7569 -0.3596 0.0227
F 5.5522 0.6938 0.2030
C 3.4081 -0.1843 -0.0298
C 2.5916 -1.3109 -0.2223
C 1.1643 -1.1693 -0.2785
O 0.6611 0.0386 -0.1750
C 0.4009 -2.3095 -0.4374
C 1.0350 -3.5377 -0.5775
N 2.3440 -3.6944 -0.5542
C 3.1721 -2.5872 -0.3597
C -1.0880 -2.3051 -0.4604
O -1.7215 -3.3159 -0.6103
O -1.6346 -1.1217 -0.2695
H 2.5713 -6.9212 -1.6803
H 1.7266 -5.5634 -2.4193
H 1.1211 -6.3045 -0.9222
H 3.0225 -5.4468 0.3503
H 4.2229 -4.5986 -2.3161
H 4.7210 -5.9905 -1.3620
H 6.1921 -3.9931 -0.9022
H 5.3441 -4.5401 0.5313
H 6.4274 -1.6961 -0.0758
H 2.9671 0.7934 0.0748
H 0.4177 -4.4125 -0.7139
O -3.0445 1.1051 -0.9700
N -3.4922 1.3004 -2.2238
C -4.7836 1.6811 -2.3587
C -5.3138 1.8228 -3.6063
C -4.5051 1.5544 -4.7185
C -3.2006 1.1642 -4.5458
C -2.6672 1.0280 -3.2571
S -1.0479 0.5761 -2.9231
H -5.3157 1.8427 -1.4344
H -6.3429 2.1299 -3.7130
H -4.9100 1.6504 -5.7166
H -2.5573 0.9490 -5.3864
C -1.3391 3.9167 3.3113
N -1.9928 2.8844 2.5133
C -2.9893 3.3667 1.5626
C -1.6954 1.5845 2.6361
N -1.7537 0.7533 1.5777
N -1.3313 1.1005 3.8337
C -0.6040 -0.1591 3.9402
C -1.8656 1.6163 5.0935
H -0.9685 4.6894 2.6355
H -0.4998 3.4985 3.8590
H -2.0317 4.3835 4.0125
H -3.6550 4.0528 2.0877
H -3.5710 2.5312 1.1861
H -2.5279 3.8942 0.7290
H -1.9616 -0.1997 1.8594
H 0.0348 -0.2996 3.0707
H -1.2832 -1.0103 4.0398
H 0.0236 -0.1205 4.8288
H -2.6178 2.3748 4.9045
H -1.0745 2.0339 5.7164
H -2.3368 0.7938 5.6324
C -0.7731 3.8366 -2.2299
O -1.1979 3.1417 -1.0239
C -0.2055 2.4947 -0.3074
C 0.9883 3.2525 0.1193
H 0.0633 3.3226 -2.6988
H -0.5062 4.8562 -1.9612
H -1.6259 3.8439 -2.9020
H 1.0750 4.2183 -0.3754
H 1.8922 2.6727 -0.0655
H 0.9363 3.4192 1.1992
*
```

Calculated values
Orbital gap in eV: 6.9193
LUMO in eV: -6.47
Energy relative to the best compared isomer or geometry (same formula, charge and spin) in eV: 0.791



Below is a molecular structure, C27H34FeN3O9P2SSi, with properties calculated with ωB97M-V/def2-TZVPD.

```
! RIJCOSX wB97M-V def2-TZVPD def2/J DEFGRID3
* xyz -1 1
Fe 0.5124 0.0684 -0.4524
C -6.1423 2.6718 2.7970
C -4.6535 2.4965 2.6654
C -3.9059 1.9587 3.7086
C -2.5402 1.7587 3.5798
C -1.9051 2.0895 2.3894
C -2.6310 2.6565 1.3531
C -3.9942 2.8554 1.4940
S -0.1636 1.7774 2.2007
O 0.3463 2.7835 1.2865
O 0.3665 1.7684 3.5433
N -0.0054 0.3619 1.4752
C -0.6498 -0.7409 2.0012
C -0.9238 -1.0161 3.3254
C -1.6748 -2.1541 3.6837
C -2.1555 -3.0320 2.7533
C -1.8558 -2.8162 1.3869
C -2.2589 -3.6813 0.3457
C -1.8779 -3.4234 -0.9402
C -1.0679 -2.3023 -1.2027
N -0.6893 -1.4800 -0.2571
C -1.0854 -1.6965 1.0268
H -6.4259 2.8941 3.8265
H -6.6656 1.7596 2.5002
H -6.5016 3.4791 2.1589
H -4.3967 1.7001 4.6406
H -1.9616 1.3771 4.4084
H -2.1448 2.9510 0.4392
H -4.5435 3.2949 0.6697
H -0.5529 -0.3478 4.0891
H -1.8749 -2.3276 4.7345
H -2.7399 -3.8968 3.0420
H -2.8585 -4.5520 0.5850
H -2.1686 -4.0715 -1.7555
H -0.7000 -2.0819 -2.1971
C -1.7345 0.6579 -4.0766
C -0.6247 1.6392 -3.6755
O -0.5276 2.7022 -4.6155
P 0.9365 0.7424 -3.5744
O 2.1628 1.7252 -3.5640
O 1.0647 0.0332 -4.9972
O 0.9282 -0.2428 -2.4565
P -1.0639 2.3017 -2.0010
O 0.2364 3.1768 -1.6125
O -2.2548 3.1540 -2.2355
O -1.1167 1.1346 -1.0450
H -1.5672 0.3122 -5.0966
H -2.6888 1.1819 -4.0196
H -1.7699 -0.1949 -3.3983
H -1.1403 3.3830 -4.2980
H 2.4808 1.9204 -2.6567
H 1.8746 -0.4888 -5.0597
H 0.3526 3.1620 -0.6418
C 4.2634 -2.4863 1.4067
Si 2.7901 -2.4502 0.2294
C 3.2165 -3.4352 -1.3304
C 1.4925 -3.5077 1.0763
N 2.2914 -0.8419 -0.0996
C 3.1788 0.1009 -0.5101
C 2.7804 1.4576 -0.4219
C 3.5723 2.5077 -0.8632
C 4.8167 2.2605 -1.4318
C 5.2412 0.9370 -1.5212
C 4.4595 -0.1152 -1.0796
H 4.5357 -3.5169 1.6520
H 3.9830 -1.9809 2.3346
H 5.1493 -1.9853 1.0164
H 3.5575 -4.4425 -1.0720
H 3.9795 -2.9685 -1.9559
H 2.3123 -3.5348 -1.9389
H 1.9552 -4.4859 1.2456
H 0.6021 -3.6745 0.4711
H 1.1878 -3.1116 2.0478
H 1.8814 1.7043 0.1432
H 3.2107 3.5232 -0.7460
H 5.4401 3.0716 -1.7832
H 6.2100 0.7162 -1.9566
H 4.8345 -1.1240 -1.1935
*
```

Calculated values
Orbital gap (spin up / spin down) in eV: 6.8172 / 6.7077
LUMO (spin up / spin down) in eV: 2.39 / 2.38
Energy relative to the best compared isomer or geometry (same formula, charge and spin) in eV: 0.000



Below is a molecular structure, C27H34GeN5O2PtS, with properties calculated with ωB97M-V/def2-TZVPD.

```
! RIJCOSX wB97M-V def2-TZVPD def2/J DEFGRID3
* xyz 2 2
Pt 0.2550 -0.5127 -0.3092
O 1.3726 -0.9038 1.5889
N 2.4959 -0.8045 1.0392
O 2.3856 -0.5179 -0.1729
S -2.0102 -0.7998 -0.2543
C -2.4749 -0.6198 1.3909
N -3.7483 -0.4886 1.7447
C -3.9035 -0.4708 3.2043
C -2.4530 -0.2425 3.6637
N -1.6922 -0.6045 2.4582
H -4.5082 -0.5699 1.0901
H -4.3038 -1.4225 3.5542
H -4.5693 0.3309 3.5126
H -2.1759 -0.8791 4.4995
H -2.2586 0.7985 3.9199
H -0.6943 -0.4696 2.3858
C -1.2703 3.2727 4.1649
C -2.0514 3.5938 3.0636
C -1.6676 3.1818 1.7925
C -0.4969 2.4440 1.6113
C 0.2775 2.1195 2.7303
C -0.1071 2.5293 3.9990
Ge 0.1318 2.0089 -0.1683
C 1.9787 2.4765 -0.4638
C 2.6662 3.2405 0.4784
C 3.9833 3.6168 0.2495
C 4.6202 3.2345 -0.9209
C 3.9423 2.4777 -1.8693
C 2.6306 2.0998 -1.6406
C -1.0297 2.5406 -1.6173
C -0.4683 3.2185 -2.7021
C -1.2741 3.7020 -3.7239
C -2.6469 3.5189 -3.6704
C -3.2190 2.8548 -2.5918
C -2.4159 2.3662 -1.5752
H -1.5592 3.6118 5.1512
H -2.9483 4.1863 3.1895
H -2.2684 3.4711 0.9387
H 1.2007 1.5619 2.6144
H 0.5107 2.2895 4.8548
H 2.1757 3.5630 1.3887
H 4.5076 4.2155 0.9822
H 5.6448 3.5319 -1.1001
H 4.4384 2.1886 -2.7864
H 2.1121 1.5075 -2.3882
H 0.5990 3.3946 -2.7452
H -0.8283 4.2308 -4.5557
H -3.2752 3.9003 -4.4643
H -4.2921 2.7241 -2.5446
H -2.8771 1.8492 -0.7431
C 2.3627 -4.6579 -2.1258
C 2.1043 -3.2058 -1.6618
N 0.7933 -3.1010 -1.0111
C -0.2537 -3.5597 -1.9285
C -0.0640 -5.0573 -2.2648
N 1.2215 -5.4980 -1.6240
C 1.1174 -5.3907 -0.1283
C 0.7759 -3.9193 0.2047
H 3.2798 -5.0750 -1.7147
H 2.3849 -4.7616 -3.2090
H 2.1324 -2.5257 -2.5116
H 2.8708 -2.8842 -0.9607
H -0.2106 -2.9565 -2.8347
H -1.2244 -3.3956 -1.4630
H 0.0239 -5.2433 -3.3333
H -0.8559 -5.6868 -1.8634
H 1.3963 -6.4710 -1.8719
H 2.0740 -5.7066 0.2835
H 0.3482 -6.0890 0.1953
H 1.4965 -3.5171 0.9145
H -0.2135 -3.8444 0.6552
*
```

Calculated values
Orbital gap (spin up / spin down) in eV: 7.9285 / 6.5348
LUMO (spin up / spin down) in eV: -5.63 / -7.04
⟨S²⟩: 0.755
Energy relative to the best compared isomer or geometry (same formula, charge and spin) in eV: 0.000



Below is a molecular structure, C27H34IN10OPS6Sr, with properties calculated with ωB97M-V/def2-TZVPD.

```
! RIJCOSX wB97M-V def2-TZVPD def2/J DEFGRID3
* xyz -2 1
Sr 1.3598 -0.1260 -1.5164
C 4.0889 -0.2777 2.4751
C 3.0911 0.8324 2.8034
S 2.5378 1.6014 1.2665
C 0.9932 2.3854 1.7799
C -0.0062 1.5034 2.5254
S -0.2830 -0.1072 1.7384
C -0.7202 -1.0160 3.2452
C -0.9366 -2.5056 3.0098
S 0.2947 -3.4050 2.0387
C 1.6880 -3.5837 3.1791
C 2.5749 -2.3626 3.3961
S 3.3048 -1.7816 1.8449
H 4.6879 -0.5259 3.3544
H 4.7726 0.0342 1.6830
H 3.5611 1.5852 3.4422
H 2.2381 0.4154 3.3390
H 0.5853 2.7404 0.8327
H 1.1959 3.2681 2.3918
H -0.9560 2.0327 2.6263
H 0.3558 1.3061 3.5367
H -1.6465 -0.5924 3.6401
H 0.0733 -0.8547 3.9784
H -1.8620 -2.6587 2.4547
H -1.0604 -3.0020 3.9762
H 2.2809 -4.3923 2.7441
H 1.3112 -3.9408 4.1416
H 3.3741 -2.6339 4.0937
H 1.9981 -1.5605 3.8549
S 2.4431 2.5774 -1.9627
C 4.1044 2.4881 -1.4419
C 4.7504 3.7628 -1.2784
N 5.2393 4.8004 -1.1611
C 4.8277 1.3606 -1.1604
S 4.2936 -0.2983 -1.2608
C 6.1835 1.5213 -0.7071
N 7.2689 1.6035 -0.3255
I 3.4492 -6.5567 -0.5032
C 2.2746 -4.9043 -0.8601
C 0.9040 -4.8797 -1.0086
N 0.5708 -3.6014 -1.2181
N 1.6356 -2.7907 -1.1869
C 2.6870 -3.5678 -0.9835
H 0.1661 -5.6613 -0.9602
H -0.3725 -3.2007 -1.2149
H 3.6777 -3.1447 -0.9226
C -0.0742 -2.0251 -4.7237
C -0.1204 -0.8314 -3.7557
O -0.9575 0.0366 -4.0444
H -0.8169 -1.9329 -5.5267
H -0.2407 -2.9485 -4.1585
H 0.9338 -2.0967 -5.1453
N -2.0129 -2.5076 -0.5118
C -2.9252 -2.1892 0.1251
C -4.0318 -1.8031 0.8976
C -3.9380 -0.6733 1.7359
N -3.8625 0.2538 2.4253
C -5.2146 -2.5741 0.8762
N -6.1832 -3.2051 0.8587
C -4.3475 2.6891 -0.9630
N -4.0475 1.8829 -2.1396
C -3.6585 2.7680 -3.2334
N -2.5594 3.6777 -2.9126
C -2.9059 4.4172 -1.7047
N -3.2607 3.5813 -0.5600
C -2.1034 2.8091 -0.0869
P -1.3753 1.6764 -1.3789
C -2.9956 0.9003 -1.8544
C -1.3022 2.9371 -2.7397
H -4.5906 2.0300 -0.1276
H -5.2202 3.3100 -1.1898
H -4.5301 3.3755 -3.4987
H -3.3705 2.1603 -4.0926
H -3.7694 5.0513 -1.9314
H -2.0646 5.0580 -1.4296
H -2.4173 2.1996 0.7653
H -1.3415 3.5113 0.2623
H -3.3290 0.2542 -1.0398
H -2.8194 0.2786 -2.7313
H -1.0579 2.4043 -3.6584
H -0.4898 3.6377 -2.5275
*
```

Calculated values
Orbital gap in eV: 5.0694
LUMO in eV: 3.14
Energy relative to the best compared isomer or geometry (same formula, charge and spin) in eV: 0.198



Below is a molecular structure, C27H34N4O3OsSi2, with properties calculated with ωB97M-V/def2-TZVPD.

```
! RIJCOSX wB97M-V def2-TZVPD def2/J DEFGRID3
* xyz 0 5
Os -0.1016 -0.2298 0.2816
C -4.5602 -2.7560 -1.1482
O -4.2536 -1.8619 -0.0054
C -3.4248 -2.3953 0.9676
C -4.0002 -3.0369 2.1014
C -3.2222 -3.4817 3.1383
C -1.8764 -3.2692 3.1520
C -1.2430 -2.5578 2.1448
C 0.1386 -2.2537 2.3112
N 0.7377 -1.2056 1.6803
N 2.0937 -1.0541 1.8981
C 2.4536 0.1596 1.3678
O 1.5413 0.8393 0.6967
C 3.7353 0.6800 1.6275
C 4.1255 1.9908 1.2767
C 5.3431 2.5280 1.6913
C 6.2591 1.7738 2.4230
C 5.8316 0.5197 2.8544
C 4.5758 -0.0121 2.4620
C -2.0325 -2.1457 0.9814
O -1.4731 -1.6388 -0.0877
H -5.3053 -2.1779 -1.7333
H -5.0447 -3.7124 -0.7956
H -3.6178 -3.0125 -1.6905
H -4.9994 -3.3544 2.1391
H -3.7583 -4.0124 3.9443
H -1.1924 -3.7279 3.8774
H 0.6709 -2.8370 3.0865
H 3.4544 2.6038 0.6477
H 5.6098 3.5452 1.4322
H 7.2556 2.0669 2.7332
H 6.5225 -0.1157 3.4447
H 4.2779 -0.9462 2.8951
C 1.9883 -2.4835 -1.4477
Si 1.3360 -1.2891 -2.7194
C 2.6318 -0.1540 -3.5494
C 0.2352 -2.3732 -3.7716
N 0.3904 -0.1348 -1.7713
C -0.4254 0.8020 -2.4229
C -0.4829 0.9732 -3.8056
C -1.3869 1.8437 -4.3626
C -2.2472 2.5928 -3.5296
C -2.0778 2.5238 -2.1003
C -1.1740 1.6258 -1.5388
N -1.0422 1.3946 -0.1874
Si -1.4290 2.5073 1.2050
C 0.2039 3.3191 1.7891
C -2.1146 1.3330 2.5289
C -2.7007 3.7309 0.6462
H 2.9242 -2.9144 -1.8126
H 1.2336 -3.2841 -1.4422
H 2.1776 -2.0604 -0.4598
H 3.6278 -0.6032 -3.6365
H 2.6747 0.7155 -2.9341
H 2.3811 0.1100 -4.6032
H 0.6414 -3.3991 -3.7187
H 0.2650 -2.1501 -4.8878
H -0.7967 -2.3259 -3.4082
H 0.2190 0.4713 -4.4497
H -1.3873 1.8788 -5.4541
H -2.8763 3.3509 -3.9427
H -2.9094 2.9692 -1.5135
H 0.8127 2.5419 2.1159
H -0.0882 4.1381 2.5236
H 0.6662 3.8450 0.8939
H -1.3686 0.8240 3.0883
H -2.7809 0.6314 2.0594
H -2.7235 1.9910 3.1470
H -2.4298 4.3496 -0.2443
H -2.7833 4.4406 1.4838
H -3.7049 3.3560 0.4377
*
```

Calculated values
Orbital gap (spin up / spin down) in eV: 6.2132 / 6.2505
LUMO (spin up / spin down) in eV: -0.27 / -1.31
⟨S²⟩: 6.080